A molecular structure, C19H22GaN7. Source: OMol25; level of theory: ωB97M-V/def2-TZVPD.

Last column: Mulliken charge in e.
Positions of all 49 atoms, in Å:
Ga (-0.05706, -0.28468, 0.68109)  -1.152
C (-3.05989, -1.92337, 0.41358)  -1.531
C (-2.67102, -0.54504, 0.86245)  0.377
C (-3.22734, 0.59074, 0.27128)  -0.479
C (-3.01312, 1.85030, 0.80913)  -0.513
C (-2.21570, 2.03337, 1.94323)  -0.490
C (-1.61958, 0.94269, 2.52844)  -0.821
C (-1.80572, -0.35497, 1.97686)  0.183
H (-3.13998, -1.98666, -0.67170)  0.365
H (-4.04583, -2.15549, 0.82359)  0.411
H (-2.37212, -2.68392, 0.77957)  0.329
H (-3.88128, 0.47432, -0.58504)  0.537
H (-3.49469, 2.70843, 0.35476)  0.487
H (-2.08428, 3.02092, 2.36550)  0.521
H (-1.00897, 1.05034, 3.41665)  0.500
H (-1.52243, -1.21298, 2.58211)  0.761
N (1.33292, -0.27385, 1.93045)  -0.167
C (2.44216, 0.12285, 1.99509)  0.713
C (3.64323, 0.72279, 2.10062)  0.047
C (4.89664, 0.04663, 2.03687)  -0.043
N (5.90668, -0.50173, 1.98784)  -0.336
C (3.49234, 2.15008, 2.11632)  0.234
N (3.17579, 3.25755, 2.05285)  -0.481
C (1.00197, 4.84405, -0.42449)  -1.218
C (0.51198, 3.47207, -0.73776)  0.809
C (-0.06655, 2.94822, -1.88795)  -1.276
C (-0.32660, 1.61176, -1.63678)  0.917
N (0.06827, 1.31334, -0.37854)  0.267
N (0.56809, 2.47205, 0.15027)  0.252
C (-0.88966, 0.58024, -2.55902)  -1.159
H (1.14248, 5.40729, -1.34360)  0.382
H (1.94237, 4.80807, 0.12443)  0.370
H (0.27479, 5.37568, 0.19149)  0.282
H (-0.26134, 3.47900, -2.80634)  0.525
H (1.03055, 2.50917, 1.05161)  0.236
H (-0.08485, 0.08064, -3.10017)  0.278
H (-1.53821, 1.04961, -3.29607)  0.400
H (-1.46406, -0.17506, -2.02542)  0.168
C (0.16077, -5.19933, -1.21530)  -0.856
N (1.01614, -3.98827, -1.15234)  -0.032
C (2.42251, -4.09284, -1.62723)  -0.876
C (0.54499, -2.86272, -0.76610)  0.780
N (0.11914, -1.83059, -0.43279)  0.318
H (0.00392, -5.47363, -2.25649)  0.341
H (-0.79474, -5.00427, -0.73596)  0.298
H (0.67079, -6.00405, -0.69142)  0.334
H (2.42124, -4.33331, -2.68737)  0.345
H (2.91407, -4.88218, -1.06561)  0.338
H (2.94121, -3.15325, -1.46261)  0.323

The energy is -3044.7181 Ha. As for the total charge: +2. Its multiplicity is 1.

A gas-phase ion, C19H22N (charge +1) in a non-equilibrium geometry. Source: OMol25; level of theory: ωB97M-V/def2-TZVPD.

Last column: Mulliken charge in e.
Positions of all 42 atoms, in Å:
C (2.48532, -4.13182, -0.84649)  -0.939
N (1.11198, -3.75850, -1.36384)  0.593
C (0.50857, -4.93702, -2.13375)  -1.091
C (0.20680, -3.49803, -0.21331)  -0.930
C (-0.44146, -2.14775, -0.04637)  -0.444
C (-0.25429, -1.00318, -0.68701)  1.123
C (-0.74036, 0.21714, -0.10338)  -0.871
C (-0.43542, 1.41438, -0.70379)  -0.804
C (-0.74704, 2.79193, -0.12894)  0.344
C (-1.32888, 3.79332, -0.96110)  -0.489
C (-1.85764, 4.98225, -0.37662)  -0.691
C (-1.83472, 5.19914, 1.00328)  -0.599
C (-1.15069, 4.33021, 1.86594)  0.444
C (-1.11347, 4.52366, 3.30854)  -0.645
C (-0.46756, 3.59081, 4.12559)  -0.588
C (0.10828, 2.54560, 3.50781)  -0.400
C (0.11674, 2.32779, 2.18542)  -0.816
C (-0.64167, 3.10963, 1.26889)  0.824
C (0.81821, -1.09707, -1.74158)  -0.899
C (0.96333, -2.53982, -2.31516)  -1.067
H (3.10173, -4.30588, -1.69353)  0.433
H (2.85288, -3.45255, -0.05585)  0.352
H (2.56990, -5.21426, -0.50641)  0.339
H (0.67848, -5.94184, -1.82232)  0.355
H (0.92389, -4.91441, -3.14921)  0.398
H (-0.64508, -4.81390, -2.22037)  0.423
H (-0.53760, -4.30790, -0.16322)  0.397
H (0.78343, -3.62100, 0.71574)  0.365
H (-1.10031, -2.02035, 0.84078)  0.371
H (-1.32642, 0.21300, 0.74130)  0.637
H (0.17784, 1.44131, -1.63755)  0.283
H (-1.38098, 3.58855, -2.00548)  0.484
H (-2.29708, 5.81140, -0.99092)  0.320
H (-2.24781, 6.12062, 1.36703)  0.381
H (-1.60460, 5.39183, 3.76385)  0.341
H (-0.52179, 3.62915, 5.20804)  0.395
H (0.52019, 1.83781, 4.21067)  0.321
H (0.56924, 1.45811, 1.73034)  0.560
H (0.58257, -0.54993, -2.60094)  0.531
H (1.71187, -0.78014, -1.33228)  0.452
H (0.07183, -2.68618, -2.99038)  0.431
H (1.81176, -2.59610, -3.05341)  0.374

The energy is -791.6144 Ha. Its SMILES is C[N+]1(C)CC=C(/C=C/c2cccc3ccccc23)CC1. As for the total charge: +1. For the energy above the lowest of the compared OMol25 structures with the same formula, charge and spin, the calculation gives 49.9 kcal per mole. Its multiplicity is 1.

A single C19H22N2O3S molecule in a non-equilibrium geometry. Source: OMol25; level of theory: ωB97M-V/def2-TZVPD.

Last column: Mulliken charge in e.
Positions of all 47 atoms, in Å:
O (-0.99362, -1.60943, -3.84349)  -0.665
C (-0.47914, -0.71124, -3.20630)  0.320
N (0.84262, -0.43797, -3.24275)  -0.161
C (1.79321, -1.27989, -3.93605)  -1.039
C (2.75713, -1.92617, -2.97474)  0.641
C (4.12678, -1.87449, -3.19062)  -0.535
C (5.00030, -2.46836, -2.29567)  -0.526
C (4.51201, -3.11126, -1.17161)  -0.429
C (3.14603, -3.16444, -0.94816)  -0.660
C (2.27367, -2.57713, -1.84572)  -0.064
C (-1.28027, 0.20534, -2.33348)  0.779
C (-2.58386, 0.51013, -2.71481)  -0.468
C (-3.37293, 1.34140, -1.93789)  -0.844
C (-2.87102, 1.86195, -0.75601)  -0.457
C (-1.58606, 1.53449, -0.36794)  -0.442
S (-0.96502, 2.16917, 1.18928)  1.330
O (0.41330, 1.76895, 1.30346)  -0.655
O (-1.27796, 3.56427, 1.28154)  -0.787
N (-1.96512, 1.34312, 2.24286)  0.143
C (-1.55374, -0.01467, 2.54605)  -0.777
C (-1.07892, -0.16031, 3.99710)  -0.689
C (-0.36999, 1.12724, 4.40753)  -0.610
C (-1.37589, 2.28401, 4.45491)  -0.564
C (-2.45586, 2.09452, 3.37785)  -0.926
C (-0.78496, 0.71754, -1.13801)  -0.338
H (1.21364, 0.31421, -2.68451)  0.226
H (1.20084, -2.04214, -4.45341)  0.342
H (2.33667, -0.68913, -4.68084)  0.409
H (4.51214, -1.37075, -4.06579)  0.330
H (6.06444, -2.42472, -2.47498)  0.369
H (5.19370, -3.57061, -0.47140)  0.374
H (2.76011, -3.66716, -0.07363)  0.390
H (1.20705, -2.62504, -1.67793)  0.394
H (-2.96199, 0.08321, -3.63162)  0.480
H (-4.37760, 1.58015, -2.25170)  0.406
H (-3.45329, 2.51653, -0.12784)  0.473
H (-2.39305, -0.68984, 2.33812)  0.291
H (-0.73840, -0.25530, 1.86152)  0.447
H (-1.92951, -0.33820, 4.65830)  0.328
H (-0.40609, -1.01447, 4.07375)  0.402
H (0.11141, 1.00872, 5.37902)  0.413
H (0.40298, 1.34470, 3.66819)  0.254
H (-1.85490, 2.33224, 5.43479)  0.395
H (-0.85281, 3.22493, 4.28382)  0.273
H (-3.31890, 1.55239, 3.77484)  0.457
H (-2.79125, 3.05797, 2.99528)  0.384
H (0.20409, 0.48552, -0.77130)  0.590

The energy is -1470.6467 Ha. Its SMILES is O=C(NCc1ccccc1)c1cccc(S(=O)(=O)N2CCCCC2)c1. As for the total charge: 0. For the energy above the lowest of the compared OMol25 structures with the same formula, charge and spin, the calculation gives 36.0 kcal per mole. Its multiplicity is 1.

A single C19H22N2O4 molecule. Source: OMol25; level of theory: ωB97M-V/def2-TZVPD.

Last column: Mulliken charge in e.
Positions of all 47 atoms, in Å:
C (-2.84650, 3.44440, -0.51935)  -0.737
O (-2.79508, 2.23662, -1.26946)  -0.314
C (-2.00629, 1.28074, -0.78570)  0.564
O (-1.35817, 1.38279, 0.22427)  -0.623
C (-2.01071, 0.02831, -1.65938)  -0.123
C (-3.40970, -0.61417, -1.68012)  -1.443
C (-3.88177, -0.89413, -0.28078)  0.425
C (-4.63712, 0.04424, 0.41129)  -0.152
C (-5.01955, -0.18537, 1.72092)  -0.756
C (-4.65189, -1.35898, 2.35651)  -0.424
C (-3.90858, -2.30520, 1.67224)  -0.641
C (-3.52694, -2.07395, 0.36223)  -0.326
N (-1.01106, -0.88937, -1.16875)  -0.114
C (0.28838, -0.70854, -1.61082)  0.525
O (0.54874, -0.12854, -2.64415)  -0.685
N (1.22205, -1.33392, -0.84132)  -0.199
C (2.63059, -1.09090, -1.04287)  -0.812
C (3.21388, -0.11689, -0.04844)  0.352
C (2.43633, 0.84821, 0.56725)  -0.242
C (2.98867, 1.73682, 1.47601)  -0.913
C (4.33484, 1.66082, 1.77165)  -0.608
C (5.13349, 0.70569, 1.16274)  -0.649
C (4.58341, -0.18513, 0.25085)  0.689
O (5.28930, -1.15897, -0.39948)  -0.393
C (6.66725, -1.27423, -0.14535)  -0.959
H (-3.15499, 3.23755, 0.50757)  0.314
H (-1.86398, 3.91940, -0.50305)  0.315
H (-3.57045, 4.08276, -1.01891)  0.258
H (-1.71016, 0.31351, -2.67398)  0.560
H (-3.34688, -1.53927, -2.25440)  0.434
H (-4.09278, 0.07227, -2.18105)  0.513
H (-4.93304, 0.95857, -0.08329)  0.450
H (-5.60688, 0.55299, 2.24723)  0.387
H (-4.94804, -1.53745, 3.37952)  0.387
H (-3.62556, -3.22672, 2.16005)  0.389
H (-2.95350, -2.81798, -0.17242)  0.459
H (-1.12679, -1.12254, -0.19143)  0.340
H (0.95323, -1.66182, 0.07313)  0.296
H (3.17857, -2.03608, -0.98983)  0.411
H (2.73193, -0.68914, -2.05619)  0.286
H (1.38416, 0.91701, 0.33208)  0.604
H (2.36532, 2.48180, 1.94569)  0.425
H (4.77812, 2.34673, 2.47837)  0.365
H (6.18338, 0.66751, 1.40710)  0.387
H (7.20600, -0.36294, -0.42402)  0.362
H (7.01198, -2.09862, -0.76796)  0.248
H (6.86679, -1.50790, 0.90581)  0.365

The energy is -1147.7301 Ha. Its SMILES is COC(=O)[C@H](Cc1ccccc1)NC(=O)NCc1ccccc1OC. As for the total charge: 0. For the energy above the lowest of the compared OMol25 structures with the same formula, charge and spin, the calculation gives 21.0 kcal per mole. Its multiplicity is 1.

A single C19H22N2O5 molecule. Source: OMol25; level of theory: ωB97M-V/def2-TZVPD.

Last column: Mulliken charge in e.
Positions of all 48 atoms, in Å:
C (-1.66112, -2.10518, 4.63852)  -1.264
C (-2.14587, -1.24141, 3.48091)  -0.623
C (-1.39870, -1.54868, 2.18426)  0.155
O (-0.02736, -1.16723, 2.36476)  -0.337
C (0.81511, -1.47157, 1.38786)  0.630
O (0.52071, -2.01142, 0.35695)  -0.583
C (2.23401, -1.00811, 1.72526)  -0.701
N (2.77723, -0.33193, 0.57473)  0.258
C (3.85548, -0.80325, -0.17267)  0.546
O (4.53297, -1.74844, 0.12885)  -0.651
C (3.94902, 0.11685, -1.33083)  -0.158
C (4.83304, 0.14133, -2.38856)  -0.451
C (4.66417, 1.13492, -3.34920)  -0.471
C (3.64419, 2.06753, -3.24580)  -0.628
C (2.75351, 2.04491, -2.17631)  -0.234
C (2.92094, 1.06050, -1.22524)  0.326
C (2.15232, 0.76221, 0.00187)  0.290
O (1.18771, 1.31765, 0.47109)  -0.681
C (-2.08394, -0.82380, 1.00616)  0.100
O (-3.06177, -1.32165, 0.49124)  -0.658
N (-1.55954, 0.37481, 0.71099)  -0.033
C (-1.91582, 1.16990, -0.45299)  0.069
C (-3.43017, 1.44012, -0.56472)  -1.027
C (-3.88526, 0.69655, -1.81981)  -0.507
C (-2.66606, 0.76807, -2.73300)  -0.799
C (-1.51415, 0.48141, -1.77456)  -0.573
H (-2.19957, -1.84997, 5.54752)  0.406
H (-0.59901, -1.94757, 4.80837)  0.276
H (-1.82620, -3.15834, 4.42368)  0.327
H (-3.20724, -1.41509, 3.29931)  0.357
H (-2.00279, -0.18541, 3.71758)  0.326
H (-1.44097, -2.62158, 1.96023)  0.424
H (2.20941, -0.34491, 2.59371)  0.259
H (2.87014, -1.87547, 1.92435)  0.371
H (5.62318, -0.58897, -2.46466)  0.500
H (5.33881, 1.17782, -4.19093)  0.400
H (3.53708, 2.82428, -4.00827)  0.397
H (1.95788, 2.76848, -2.09013)  0.522
H (-0.69030, 0.64388, 1.14976)  0.400
H (-1.37029, 2.10863, -0.33255)  0.549
H (-3.95537, 1.09546, 0.32276)  0.307
H (-3.60186, 2.51178, -0.67387)  0.371
H (-4.77655, 1.13715, -2.26411)  0.412
H (-4.08872, -0.34246, -1.56403)  0.211
H (-2.70940, 0.05217, -3.55206)  0.388
H (-2.56813, 1.77183, -3.15269)  0.299
H (-1.43916, -0.59239, -1.60149)  0.266
H (-0.55159, 0.83659, -2.14221)  0.237

The energy is -1223.0228 Ha. Its SMILES is CC[C@H](OC(=O)CN1C(=O)c2ccccc2C1=O)C(=O)NC1CCCC1. As for the total charge: 0. For the energy above the lowest of the compared OMol25 structures with the same formula, charge and spin, the calculation gives 0.0 kcal per mole. Its multiplicity is 1.

A single C19H22N2O5S molecule in a non-equilibrium geometry. Source: OMol25; level of theory: ωB97M-V/def2-TZVPD.

Last column: Mulliken charge in e.
Positions of all 49 atoms, in Å:
C (-3.56653, 0.01759, 2.36869)  -1.377
C (-3.00725, -1.12571, 1.53175)  -0.146
C (-1.83767, -1.80024, 2.25125)  0.181
N (-1.18617, -2.78397, 1.41219)  -0.284
S (0.44434, -2.64196, 1.10404)  1.167
O (0.95358, -3.97525, 0.95840)  -0.745
O (1.06898, -1.76728, 2.05840)  -0.531
C (0.49131, -1.84791, -0.49763)  0.620
C (-0.59679, -1.88855, -1.34517)  -0.395
C (-0.51638, -1.27223, -2.58366)  -0.769
C (0.65457, -0.63827, -2.98566)  0.621
C (0.71374, 0.12070, -4.28220)  -1.229
C (0.20319, 1.56609, -4.08814)  -0.710
C (0.95798, 2.16460, -2.91018)  0.484
O (2.04328, 2.68447, -3.02934)  -0.633
N (0.30620, 1.98240, -1.72486)  0.005
C (0.84497, 1.96669, -0.43079)  -0.115
C (2.14748, 2.35779, -0.15783)  -0.621
C (2.68421, 2.23089, 1.12129)  -1.099
C (1.87814, 1.71292, 2.10343)  0.818
C (0.55429, 1.35475, 1.83717)  0.735
C (0.01426, 1.46799, 0.58448)  -0.561
O (-0.03688, 0.91660, 2.98848)  -0.496
C (1.01094, 0.82491, 3.93452)  -0.279
O (2.14971, 1.48166, 3.42396)  -0.503
C (1.75205, -0.64242, -2.12874)  -0.507
C (1.66877, -1.23671, -0.88239)  -0.861
H (-2.78132, 0.73606, 2.59116)  0.234
H (-4.36931, 0.52501, 1.83896)  0.368
H (-3.96058, -0.35796, 3.30990)  0.420
H (-3.78852, -1.86213, 1.33114)  0.424
H (-2.65418, -0.74473, 0.57153)  0.112
H (-1.08412, -1.05109, 2.49980)  -0.476
H (-2.18713, -2.25166, 3.18505)  0.430
H (-1.44986, -3.74373, 1.55574)  0.290
H (-1.49636, -2.39136, -1.02777)  0.609
H (-1.37042, -1.28659, -3.24623)  0.397
H (0.10672, -0.37135, -5.04383)  0.429
H (1.74542, 0.16561, -4.63220)  0.353
H (-0.87262, 1.56678, -3.90988)  0.327
H (0.41884, 2.14571, -4.98531)  0.413
H (-0.61410, 1.56846, -1.77757)  0.238
H (2.75629, 2.74823, -0.95511)  0.552
H (3.69960, 2.52197, 1.32922)  0.461
H (-1.00322, 1.17245, 0.38527)  0.380
H (0.69812, 1.30320, 4.87210)  0.293
H (1.24504, -0.23940, 4.10531)  0.267
H (2.66761, -0.15805, -2.43276)  0.250
H (2.49974, -1.22499, -0.19598)  0.459

The energy is -1621.1208 Ha. Its SMILES is CCCNS(=O)(=O)c1ccc(CCC(=O)Nc2ccc3c(c2)OCO3)cc1. As for the total charge: 0. For the energy above the lowest of the compared OMol25 structures with the same formula, charge and spin, the calculation gives 38.9 kcal per mole. Its multiplicity is 1.

| no. | frontier orbital gap (Eh) | HOMO level (eV) |
| --- | --- | --- |
| 1 | 0.27597 | -14.4 |
| 2 | 0.26817 | -9.9 |
| 3 | 0.35488 | -9.2 |
| 4 | 0.33670 | -8.4 |
| 5 | 0.31406 | -9.3 |
| 6 | 0.30274 | -7.8 |